Here is C51H31N5O4W as an isolated structure from OMol25. Energies are from wB97M-V/def2-TZVPD.

Each line ends with the Löwdin charge.
Element x y z (Å)
W  -0.459499  -0.802539  0.072060  2.081
C  -3.839185  -2.229075  -6.803601  -0.052
C  -4.256561  -3.048597  -5.763956  -0.049
C  -3.722067  -2.887171  -4.494599  -0.031
C  -2.779888  -1.888210  -4.266275  -0.238
C  -2.368644  -1.058175  -5.305234  -0.019
C  -2.893103  -1.239546  -6.575777  -0.048
C  -2.216609  -1.685812  -2.904496  -0.018
C  -1.273231  -2.594333  -2.447503  -0.213
C  -0.960480  -3.757158  -3.169138  0.071
C  -0.156911  -4.522754  -2.361213  0.049
C  0.078058  -3.776894  -1.205665  -0.165
N  -0.602845  -2.570956  -1.216930  0.003
C  0.971139  -4.292438  -0.187815  -0.008
C  1.535403  -3.450149  0.700365  -0.180
C  2.487188  -3.721894  1.745342  0.089
C  2.720801  -2.550963  2.395282  0.061
C  1.914615  -1.586031  1.727527  -0.179
C  0.337710  -0.225898  3.131556  -0.114
C  0.910925  -0.014495  4.522662  -0.178
C  1.253784  1.283149  4.917567  -0.074
C  1.885455  1.519747  6.124880  -0.045
C  2.206643  0.456918  6.959317  -0.049
C  1.903207  -0.833097  6.563665  -0.042
C  1.265013  -1.074039  5.351827  -0.013
C  -0.721432  0.767008  2.720912  -0.164
N  -1.246433  0.725377  1.500767  0.028
C  -2.263347  1.679749  1.484889  -0.187
C  -3.158187  1.795984  0.478992  -0.015
C  -4.191243  2.853375  0.560664  -0.219
C  -5.541969  2.524495  0.675698  -0.028
C  -6.484956  3.531437  0.799483  -0.047
C  -6.088504  4.862934  0.786733  -0.050
C  -4.747136  5.191888  0.664379  -0.048
C  -3.793403  4.188692  0.564830  -0.022
C  -3.141643  0.908403  -0.655416  -0.175
C  -4.032761  1.125422  -1.705858  0.048
C  -3.775071  0.163283  -2.651334  0.069
C  -2.723971  -0.619305  -2.161123  -0.212
N  -2.319580  -0.186570  -0.889233  -0.005
C  -2.328317  2.310577  2.771382  0.074
C  -1.387152  1.722456  3.549408  0.045
N  1.248655  -2.081595  0.699757  0.042
C  1.288443  -5.739897  -0.125990  -0.212
C  2.171635  -6.325329  -1.030926  -0.034
C  2.479349  -7.670837  -0.914149  -0.050
C  1.904283  -8.433865  0.093741  -0.052
C  1.028404  -7.850282  0.996612  -0.050
C  0.726467  -6.499620  0.896466  -0.018
H  -4.254827  -2.361377  -7.792828  0.116
H  -4.998516  -3.815098  -5.939555  0.116
H  -4.049177  -3.523164  -3.681478  0.130
H  -1.633551  -0.284293  -5.124740  0.130
H  -2.564392  -0.604956  -7.386833  0.116
H  -1.325033  -3.995814  -4.152180  0.136
H  0.234808  -5.503210  -2.558602  0.126
H  2.925139  -4.688645  1.935031  0.141
H  3.374053  -2.364220  3.230611  0.133
H  1.060650  2.123911  4.264183  0.123
H  2.134897  2.532847  6.408999  0.118
H  2.698965  0.635403  7.904958  0.117
H  2.153696  -1.669885  7.201178  0.117
H  1.036131  -2.092770  5.085003  0.109
H  -5.851210  1.487155  0.688433  0.129
H  -7.530072  3.276032  0.908241  0.117
H  -6.828998  5.646418  0.874135  0.117
H  -4.438156  6.227862  0.647664  0.116
H  -2.744702  4.439047  0.470141  0.127
H  -4.759574  1.915270  -1.753256  0.132
H  -4.282495  0.010172  -3.587063  0.139
H  -3.054170  3.055311  3.051037  0.138
H  -1.195775  1.891708  4.592731  0.126
H  2.634976  -5.732070  -1.808975  0.127
H  3.174505  -8.125190  -1.606430  0.117
H  2.145833  -9.484403  0.178731  0.117
H  0.579496  -8.441625  1.782537  0.116
H  0.043519  -6.040479  1.600647  0.127
O  -0.700779  -2.393293  3.772607  0.213
C  -0.453375  -1.559893  2.974683  -0.416
O  -0.943821  -1.655393  1.683026  -0.184
C  1.556609  -0.165215  2.032278  -0.256
C  2.769347  0.616987  2.469497  0.027
C  3.472512  1.361769  1.614131  -0.004
C  3.063805  1.471602  0.229856  0.063
C  1.892302  0.929957  -0.137879  -0.172
N  1.038926  0.289946  0.752980  -0.089
C  1.374728  0.883329  -1.517924  -0.437
O  1.765051  1.398076  -2.507356  0.205
O  0.255881  0.067064  -1.459698  -0.176
H  3.103639  0.471721  3.485137  0.128
H  4.378037  1.853405  1.939344  0.128
H  3.671523  1.966217  -0.514034  0.142

Forces on the atoms, in the same order (eV/Å):
-0.5555 -0.1144 -0.6453
-0.0106 -0.0091 -0.0044
0.0233 0.0169 0.0069
-0.0111 0.0055 -0.0272
0.0132 -0.0009 -0.0047
0.0025 -0.0183 -0.0054
-0.0238 -0.0180 0.0012
0.0016 -0.0005 0.1510
0.0445 0.1004 -0.0792
0.0342 -0.0384 0.1204
-0.0921 0.1314 -0.0234
0.0038 -0.1170 0.2523
-0.0670 -0.1066 -0.0186
-0.0141 0.2346 0.0362
-0.0529 -0.0570 -0.1330
-0.0738 -0.0680 -0.0661
-0.1179 0.0780 -0.0444
0.0254 -0.0581 0.0122
0.0800 -0.0558 0.0362
0.0292 0.0675 0.0055
-0.0498 -0.0273 -0.0121
-0.0054 -0.0136 0.0064
0.0098 0.0112 -0.0049
-0.0081 -0.0312 0.0002
0.0070 -0.0223 0.0467
-0.0123 0.0455 0.1759
-0.1442 0.1684 -0.0009
-0.0787 0.0257 0.0501
0.0572 -0.1265 0.0100
0.0627 -0.0410 0.0122
-0.0103 0.0458 -0.0362
0.0262 -0.0322 -0.0027
-0.0248 0.0315 0.0063
0.0549 -0.0408 -0.0117
-0.0741 0.0270 0.0315
-0.0524 0.0621 0.1265
0.1299 -0.0782 -0.0451
0.0070 0.0226 0.0611
0.1111 -0.0125 -0.0464
-0.0520 0.1088 -0.1025
-0.0150 -0.0555 -0.0846
0.0500 -0.0427 -0.0981
0.3425 -0.1090 0.0288
0.0136 0.0184 0.0250
-0.0067 0.0035 -0.0028
-0.0110 -0.0357 0.0264
-0.0029 -0.0133 0.0183
0.0092 0.0313 -0.0236
-0.0300 -0.0462 -0.0205
0.0021 -0.0002 -0.0162
-0.0089 -0.0088 -0.0042
0.0062 -0.0085 0.0233
0.0167 0.0230 0.0198
0.0043 0.0129 -0.0108
-0.0236 0.0110 -0.0341
0.0347 -0.0526 -0.0002
-0.0028 -0.0234 -0.0037
0.0229 0.0215 0.0138
-0.0352 0.0219 -0.0317
0.0036 0.0097 0.0061
0.0016 0.0101 0.0185
0.0118 -0.0036 0.0100
-0.0037 0.0021 -0.0145
0.0056 -0.0284 0.0001
-0.0055 0.0069 -0.0031
-0.0045 -0.0035 -0.0018
-0.0094 0.0116 0.0058
0.0241 0.0079 -0.0077
-0.0317 0.0245 0.0239
0.0195 -0.0153 -0.0443
-0.0034 0.0235 0.0033
0.0349 0.0077 0.0307
-0.0059 0.0395 -0.0153
0.0078 0.0066 -0.0154
-0.0023 -0.0081 -0.0060
0.0076 -0.0127 0.0092
-0.0038 0.0116 0.0065
0.0289 0.0545 0.0813
-0.1509 -0.0764 -0.3233
0.2962 -0.0425 0.3108
0.1241 0.0411 -0.0492
-0.0382 0.0020 0.0152
-0.0592 -0.0196 -0.0676
-0.1830 -0.0118 -0.0354
0.2294 0.0457 0.1367
0.1564 0.1666 0.0354
-0.1173 -0.0506 0.0884
0.0392 -0.0179 0.0108
0.0314 -0.0385 0.1079
0.0126 -0.0112 0.0097
0.0124 0.0140 0.0176
0.0132 0.0119 -0.0036

Results
Highest occupied orbital energy: -13.219 eV
Net charge: +2
E_LUMO: -8.1 eV

Here is a 4-piece molecular cluster, C27H66N2O13P3 overall at a distorted geometry from OMol25. Energies are from wB97M-V/def2-TZVPD.

Each line ends with the Löwdin charge.
Element x y z (Å)
C  1.813857  -3.546517  4.515670  -0.082
C  0.864978  -4.762672  4.478885  -0.228
C  0.641895  -5.349127  3.079867  -0.180
O  -0.038874  -4.488130  2.154750  -0.077
C  -1.339133  -4.175647  2.532692  -0.365
N  -2.300539  -4.628130  1.526716  0.020
C  -3.609227  -3.967857  1.652370  -0.167
C  -3.802968  -3.115596  2.922486  -0.086
N  -2.710594  -2.094345  3.084590  0.106
C  -1.388275  -2.612897  2.603234  -0.174
C  -1.000830  -2.052033  1.204940  -0.169
C  0.405440  -1.413327  1.245264  -0.075
H  1.898829  -3.239990  5.566235  0.080
H  1.412594  -2.667360  3.998184  0.052
H  2.790558  -3.848586  4.128764  0.085
H  1.257871  -5.566636  5.115018  0.120
H  -0.089264  -4.472065  4.949166  0.096
H  0.176465  -6.347607  3.100131  0.130
H  1.639459  -5.515856  2.651405  0.133
H  -1.642940  -4.645709  3.483573  0.153
H  -2.436873  -5.630750  1.576243  0.129
H  -3.719214  -3.299622  0.780932  0.107
H  -4.443718  -4.677117  1.639371  0.133
H  -4.741551  -2.565082  2.796865  0.140
H  -3.827526  -3.691814  3.851911  0.139
H  -2.675912  -1.719245  4.034014  0.191
H  -2.987612  -1.299922  2.499386  0.175
H  -0.606433  -2.343480  3.319882  0.139
H  -0.944776  -2.853910  0.462271  0.117
H  -1.756119  -1.336821  0.839426  0.117
H  0.598600  -1.043568  0.230746  0.070
H  0.516479  -0.621459  1.991501  0.088
H  1.133796  -2.217329  1.399690  0.082
O  -1.498858  3.054210  -2.121323  -0.232
P  -0.085545  3.505208  -2.325571  0.583
O  0.526182  3.477512  -0.802070  -0.203
C  0.760006  2.217631  -0.191752  -0.294
C  1.927793  1.484653  -0.830921  -0.075
O  -0.305681  5.114106  -2.515187  -0.207
C  -1.608831  5.658238  -2.734610  -0.286
C  -2.300199  5.997476  -1.426922  -0.074
O  1.424274  3.674613  -3.017037  -0.193
C  1.657520  2.982498  -4.257868  -0.278
C  0.638940  3.338980  -5.323578  -0.077
H  -0.149398  1.606861  -0.236317  0.100
H  0.982820  2.407544  0.859470  0.119
H  1.661849  1.141019  -1.835723  0.065
H  2.207273  0.607963  -0.244684  0.065
H  2.794863  2.137071  -0.927949  0.071
H  -2.210752  4.978867  -3.337796  0.103
H  -1.480438  6.567378  -3.323952  0.118
H  -2.198285  5.202206  -0.688873  0.070
H  -3.361875  6.187280  -1.592145  0.078
H  -1.857008  6.892302  -0.986267  0.076
H  1.652386  1.902624  -4.080531  0.103
H  2.657298  3.257038  -4.592124  0.123
H  -0.371934  3.033432  -5.027799  0.069
H  0.877688  2.838303  -6.261920  0.085
H  0.616507  4.416144  -5.489740  0.089
O  -5.945435  -1.880447  -4.767889  -0.216
P  -4.724987  -2.712202  -4.533185  0.583
O  -3.614416  -2.026693  -5.520630  -0.202
C  -3.094556  -0.745516  -5.174408  -0.279
C  -2.182676  -0.799851  -3.959292  -0.077
O  -5.100749  -4.048407  -5.397595  -0.209
C  -6.430817  -4.264606  -5.876630  -0.288
C  -6.635987  -3.653654  -7.250145  -0.072
O  -3.568109  -3.623256  -3.728153  -0.191
C  -3.742459  -3.795885  -2.318380  -0.301
C  -5.095360  -4.385381  -1.955790  -0.073
H  -3.916662  -0.044006  -5.006023  0.114
H  -2.529913  -0.393799  -6.037595  0.120
H  -2.760690  -0.991161  -3.048718  0.057
H  -1.659975  0.148594  -3.824420  0.065
H  -1.449751  -1.601344  -4.057419  0.084
H  -7.161440  -3.887580  -5.161071  0.101
H  -6.578438  -5.344452  -5.933340  0.116
H  -6.228544  -2.645485  -7.317770  0.074
H  -7.697349  -3.618879  -7.499860  0.079
H  -6.125056  -4.249323  -8.008596  0.077
H  -3.609163  -2.829846  -1.815558  0.094
H  -2.946012  -4.458646  -1.977655  0.121
H  -5.914536  -3.718922  -2.246592  0.077
H  -5.162508  -4.545584  -0.878587  0.056
H  -5.255912  -5.334643  -2.466869  0.092
O  4.364918  2.533904  3.892300  -0.237
P  5.486499  3.419688  3.442916  0.585
O  6.090279  2.615842  2.148932  -0.204
C  5.320683  2.584172  0.952877  -0.294
C  5.270310  3.938568  0.265163  -0.073
O  6.623474  3.053091  4.563514  -0.208
C  6.285582  2.323678  5.742007  -0.291
C  6.410623  0.826134  5.527246  -0.076
O  6.346179  4.805677  3.090953  -0.191
C  5.692131  6.064123  3.336464  -0.279
C  5.204843  6.197865  4.766593  -0.080
H  4.308642  2.227370  1.172095  0.096
H  5.793592  1.859715  0.288948  0.120
H  4.657819  4.642163  0.837285  0.063
H  4.830580  3.853383  -0.729973  0.073
H  6.267659  4.368463  0.178172  0.087
H  5.287298  2.593679  6.086637  0.101
H  6.980357  2.637598  6.522878  0.117
H  5.965225  0.507097  4.585227  0.070
H  5.933287  0.280045  6.343113  0.075
H  7.462185  0.536135  5.490485  0.076
H  4.854821  6.182089  2.642426  0.106
H  6.416390  6.847198  3.115603  0.123
H  4.442352  5.445338  5.000281  0.071
H  4.763706  7.181408  4.928641  0.083
H  6.027033  6.055598  5.468396  0.088

Forces on the atoms, in the same order (eV/Å):
-0.4887 -0.4878 0.5436
-0.3934 0.3314 -0.0954
0.9055 -0.3233 0.2054
-0.1999 -0.1971 0.5121
-1.0799 0.1949 -0.1299
-0.3897 -0.0419 0.1927
0.3986 0.6893 -0.0709
-0.5247 -0.3074 0.0326
-0.4964 0.2263 -0.6341
1.2184 -0.8911 -0.6964
0.4262 0.3616 0.3607
-0.4174 -0.4602 -0.7715
0.3144 -0.0665 -0.2430
0.2448 -0.2987 -0.2452
-0.0643 0.4019 0.0087
0.0263 0.1540 -0.1850
0.1347 -0.1808 -0.1332
-0.2190 0.3649 0.1296
-0.2999 0.1295 -0.1485
0.6166 0.3079 0.1455
0.3086 0.0235 0.0338
-0.2316 -0.1036 0.2373
0.2398 0.0618 -0.0964
0.1315 -0.1492 0.3169
-0.0727 -0.0348 -0.2784
0.0592 -0.2993 0.0263
0.3358 0.0076 0.0138
-0.3900 0.1989 0.0284
-0.3202 0.0103 0.2895
0.1687 -0.0498 0.1681
0.1072 0.2769 0.3646
0.0125 -0.0764 -0.1754
-0.0798 0.2678 0.2745
1.2962 -2.5282 -2.1727
0.1471 6.1753 4.0967
-0.0418 -0.3865 -0.6558
0.2206 -0.2113 0.1464
-0.0863 -0.1048 -0.1891
0.1758 -0.5639 -0.5685
-0.3584 0.0892 0.2061
0.0787 0.1791 0.1659
-1.6898 -2.6931 -0.8384
0.1056 -0.0862 -0.4773
-0.1213 0.1511 0.1099
-0.0219 0.0313 0.0125
-0.0611 0.1681 -0.0377
0.0556 -0.0447 0.0189
0.0063 0.0294 0.0192
-0.0276 0.0238 0.0762
0.0272 -0.1050 0.1144
0.2176 -0.0418 0.0177
-0.0550 -0.1559 -0.1712
0.0188 0.0173 -0.0101
-0.0226 0.0055 -0.0290
0.0970 0.0056 0.0160
0.0078 0.0756 0.1940
0.0364 -0.0493 -0.0226
0.0027 -0.0066 0.0171
0.0534 -0.0216 -0.0275
0.5699 0.4339 3.5487
1.1197 -2.4877 -7.0235
-0.2045 -0.1180 0.8941
0.1733 0.2680 0.0562
-0.0544 -0.0906 0.1255
0.0398 0.0295 0.8741
-0.2770 0.1381 -0.3220
0.1290 -0.0754 -0.2093
-1.6514 2.0005 1.9054
-0.0197 -0.2002 0.3284
-0.0752 -0.0066 -0.2063
-0.0053 -0.0153 -0.0430
-0.0799 -0.1305 -0.0752
0.0367 0.0586 0.0142
-0.0784 0.0353 -0.0001
0.0010 0.0233 -0.0793
0.0773 0.1470 -0.0185
0.2202 -0.0159 0.0641
-0.1097 0.0486 0.2079
0.0122 -0.0179 0.0037
-0.0305 -0.0149 0.0143
0.0814 -0.0215 0.0380
0.0696 0.0433 -0.1524
0.0315 0.0254 0.0552
-0.0205 -0.0166 -0.0099
0.0655 -0.0137 0.0439
-1.6611 3.0198 -0.7365
5.7544 -4.5461 0.6324
-0.4687 0.6026 0.2538
-0.0857 0.0853 -0.3451
-0.1086 0.1027 0.1281
-0.4327 0.6495 -0.0182
-0.0840 -0.3553 0.0916
0.2076 -0.1367 -0.0388
-3.2821 0.2845 0.0726
-0.1047 0.4528 0.1627
0.0802 -0.1970 0.0974
0.0259 -0.0436 0.0204
0.0878 -0.0598 0.1657
-0.0171 0.0103 -0.0698
-0.0152 -0.0203 0.0218
0.0149 -0.0781 -0.0350
-0.0490 -0.0530 -0.1369
0.0919 0.1155 -0.1512
-0.1833 0.1435 0.0455
0.0274 0.0138 0.0095
-0.0138 0.0069 0.0314
0.0638 0.0420 -0.0592
0.1038 -0.1646 -0.0821
-0.0243 0.0554 -0.0408
-0.0011 -0.0107 -0.0175
0.0111 0.0607 -0.0276

Results
Highest occupied orbital energy: -11.639 eV
Net charge: +1
E_LUMO: -3.2 eV

Question: Which of these has the highest E_LUMO?
Answer: C27H66N2O13P3